Version a
Below is 2 unconnected molecules or ions with the total composition C10H16O, with properties calculated with ωB97M-V/def2-TZVPD.

```
! RIJCOSX wB97M-V def2-TZVPD def2/J DEFGRID3
* xyz 0 1
C -1.279 -1.711 -3.067
C 0.134 -2.013 -2.733
H -2.016 -0.832 -2.752
H -1.854 -2.466 -2.590
H -1.520 -1.613 -4.108
H 0.387 -1.649 -1.756
H 0.946 -1.564 -3.366
H 0.176 -3.120 -2.754
C 2.010 0.677 2.123
C 2.915 -0.173 1.117
C 0.642 0.927 1.458
C -0.192 -0.202 1.311
C 0.333 2.188 1.194
C -1.512 0.024 0.920
C -1.030 2.444 0.825
C -1.908 1.346 0.768
O -3.220 1.660 0.614
H 2.096 0.102 2.989
H 2.484 1.684 2.224
H 2.568 -1.180 1.302
H 0.057 -1.255 1.273
H 0.776 3.020 1.440
H -2.189 -0.807 0.635
H -1.431 3.505 0.598
H -3.852 1.145 1.161
H 3.941 -0.308 1.138
H 2.541 0.174 0.038
*
```

The calculation puts the HOMO-LUMO gap at 9.3 eV. Its SMILES is CCc1ccc(O)cc1.CC. The calculation puts the HOMO energy at -8.4 eV.

Atomic partial charges in e from the Mulliken method, atoms 1 to 4: atom 1 (C): -0.851, atom 2 (C): -0.496, atom 3 (H): 0.218, atom 4 (H): 0.285


Version b
Below is 2 unconnected molecules or ions with the total composition C10H16O, with properties calculated with ωB97M-V/def2-TZVPD.

```
! RIJCOSX wB97M-V def2-TZVPD def2/J DEFGRID3
* xyz 0 1
C 1.544 -1.588 -3.741
C 0.272 -1.096 -2.995
H 1.719 -2.671 -3.523
H 1.357 -1.529 -4.830
H 2.517 -1.092 -3.460
H -0.145 -1.814 -2.405
H 0.611 -0.241 -2.394
H -0.334 -0.399 -3.563
C -0.111 2.002 0.150
C 0.939 2.873 0.658
C -0.556 0.855 1.124
C -1.579 0.867 1.996
C 0.433 -0.156 0.961
C -1.954 -0.302 2.616
C -0.011 -1.313 1.631
C -1.303 -1.511 2.259
O -1.437 -2.720 2.904
H -0.947 2.547 -0.219
H 0.178 1.352 -0.689
H 0.849 3.568 1.500
H -2.045 1.895 2.069
H 1.249 -0.058 0.422
H -2.872 -0.306 3.187
H 0.641 -2.167 1.701
H -2.179 -2.671 3.693
H 1.454 3.428 -0.161
H 1.711 2.248 1.110
*
```

The calculation puts the HOMO-LUMO gap at 9.0 eV. Its SMILES is CCc1ccc(O)cc1.CC. The calculation puts the HOMO energy at -8.3 eV.

Atomic partial charges in e from the Mulliken method, atoms 1 to 4: atom 1 (C): -0.782, atom 2 (C): -0.697, atom 3 (H): 0.250, atom 4 (H): 0.246


Version c
Below is 2 unconnected molecules or ions with the total composition C10H16O, with properties calculated with ωB97M-V/def2-TZVPD.

```
! RIJCOSX wB97M-V def2-TZVPD def2/J DEFGRID3
* xyz 0 1
C -2.369 0.404 -0.016
C -3.034 1.818 0.140
C -2.453 -0.477 1.316
H -2.919 -0.171 -0.733
H -1.278 0.528 -0.306
H -2.267 2.442 0.519
H -1.449 -0.794 1.579
H -2.989 -0.054 2.176
H -3.766 1.700 1.006
H -3.380 2.051 -0.841
H -3.035 -1.370 1.028
C 1.467 -2.781 0.036
C 2.795 0.539 -1.379
C 1.963 1.369 -0.623
C 2.727 -0.848 -1.093
C 1.905 -1.321 -0.092
C 1.259 0.912 0.445
C 1.165 -0.441 0.708
O 1.704 2.651 -1.056
H 3.389 0.861 -2.225
H 3.296 -1.574 -1.660
H 0.647 1.589 1.035
H 2.294 3.041 -1.702
H 2.060 -3.321 -0.691
H 0.387 -2.884 -0.017
H 0.351 -0.754 1.348
H 1.530 -3.114 1.099
*
```

The calculation puts the HOMO-LUMO gap at 9.2 eV. Its SMILES is Cc1ccc(O)cc1.CCC. The calculation puts the HOMO energy at -8.4 eV.

Atomic partial charges in e from the Mulliken method, atoms 1 to 4: atom 1 (C): -0.075, atom 2 (C): -1.074, atom 3 (C): -0.792, atom 4 (H): 0.377


Each structure's energy above the most stable one, in eV: version a 1.397; version b 1.547; version c 0.000.